2 unconnected molecules or ions with the total composition C28H23FNS at a distorted geometry, computed with ωB97M-V/def2-TZVPD.

```
! wB97M-V def2-TZVPD RIJCOSX def2/J DEFGRID3
* xyz 1 1
H 5.088 2.069 3.294
H 2.201 0.311 -2.918
C 4.266 1.364 3.180
C -5.003 0.545 3.441
C -4.438 -2.812 -1.636
H -0.724 -3.010 -0.608
H 1.359 -3.763 -1.750
S 0.326 1.208 2.078
C -2.578 0.619 3.427
H -1.365 -2.050 1.599
C -3.801 1.162 3.818
H -4.012 0.785 -0.227
H -5.900 -1.155 2.432
H 1.129 -3.235 2.041
C 0.967 -2.653 2.961
C -1.319 -1.048 2.025
H -1.701 0.544 -0.114
C 1.562 -0.395 -2.391
C 3.015 1.820 2.743
H 2.822 2.860 2.502
C 1.975 0.900 2.609
C 4.470 0.004 3.471
H -5.962 0.993 3.711
H -6.283 -0.153 -0.547
C 3.430 -0.922 3.329
H 1.761 -2.893 3.676
C -0.065 -0.503 2.275
H 0.168 1.081 -1.674
H -3.821 2.069 4.420
C -5.405 -0.755 -0.790
C -2.534 -0.534 2.610
C -0.073 -2.283 -1.099
C -5.568 -2.062 -1.277
H 3.572 -1.980 3.543
H -0.001 -2.923 3.400
C -3.159 -2.283 -1.486
C -0.457 -0.918 -1.107
C -4.135 -0.236 -0.595
F 2.951 -2.184 -3.105
H -3.718 -2.174 1.828
H 5.452 -0.333 3.810
C 1.856 -1.758 -2.400
H -4.556 -3.818 -2.046
C -3.751 -1.214 2.353
H -6.566 -2.487 -1.386
C 2.185 -0.453 2.894
C -1.693 -0.468 -0.527
C -2.967 -1.007 -0.872
H -1.643 1.065 3.770
C 1.083 -2.710 -1.742
C -4.970 -0.657 2.723
C 0.433 0.021 -1.700
N 1.030 -1.216 2.694
H -2.300 -2.833 -1.866
*
```

Computed properties:
LUMO energy   -4.8492 eV
Energy   -44444.798 eV
Kohn-Sham gap   0.186 Ha

Atomic partial charges in e from the Löwdin method, atoms 1 to 5: atom 1 (H): 0.11, atom 2 (H): 0.13, atom 3 (C): -0.06, atom 4 (C): -0.08, atom 5 (C): -0.05

A molecular structure, C28H23GaO6PS2 at a distorted geometry, computed with ωB97M-V/def2-TZVPD.

```
! wB97M-V def2-TZVPD RIJCOSX def2/J DEFGRID3
* xyz 0 2
C -0.936 -1.977 3.377
H -5.174 0.786 -2.426
O -2.635 -1.789 -0.921
H 3.863 -2.251 1.651
H 2.683 -0.813 3.420
H -1.335 -1.792 7.657
C -4.193 2.631 -2.040
H 2.000 2.890 2.842
C 1.933 -1.678 0.934
S -3.198 -1.246 -2.228
P -0.278 0.230 -1.556
H 1.230 -1.686 -2.992
H -1.257 0.889 0.943
H 2.370 1.524 -1.146
H 3.286 2.796 0.739
C -3.013 3.233 -1.737
C 0.675 1.555 -3.786
C 1.370 1.620 -4.997
C 0.322 1.807 2.035
H 3.659 -0.489 1.554
H -1.936 -2.371 3.385
O -2.228 -1.563 -3.253
H -5.096 3.186 -2.034
C -1.848 1.155 -1.825
H -0.850 3.013 -1.517
H 1.463 -0.794 5.372
C -0.715 -1.272 6.878
C -0.259 1.246 0.931
O -4.554 -1.589 -2.478
C 1.869 -0.736 -4.787
C 1.609 2.347 2.006
C 0.524 1.140 -0.230
C 1.932 0.486 -5.530
C 2.351 2.238 0.860
H -0.233 1.928 2.955
C -3.093 0.496 -1.990
O -0.824 -2.519 1.135
C 3.424 -1.439 1.099
H 3.844 -1.432 0.105
H -3.109 4.310 -1.532
H 0.311 -1.591 7.030
H 2.445 -1.596 -5.127
C 1.021 -1.164 4.494
O 1.483 -1.864 -0.193
C 0.567 0.368 -3.069
C 1.708 -1.162 3.314
C 1.223 -0.791 -3.582
H 2.486 0.632 -6.454
C -0.377 -3.751 -1.774
C 1.837 1.588 -0.221
C -1.823 2.524 -1.656
H 1.558 2.538 -5.483
O -1.143 -1.621 5.593
C -0.298 -1.570 4.543
C 1.118 -1.613 2.155
H -0.820 -0.171 6.984
H 0.175 2.468 -3.562
Ga -0.706 -2.140 -0.713
S 0.070 -4.390 -3.123
C -4.232 1.266 -2.208
C -0.246 -2.033 2.182
*
```

Computed properties:
LUMO energy (alpha / beta)   0.0480 / 0.0075 eV
Energy   -125028.806 eV
Kohn-Sham gap (alpha / beta)   0.235 / 0.311 Ha

Atomic partial charges in e from the Löwdin method, atoms 1 to 5: atom 1 (C): 0.08, atom 2 (H): 0.12, atom 3 (O): -0.34, atom 4 (H): 0.09, atom 5 (H): 0.10

A molecular structure, C28H23MoNO5S at a distorted geometry, computed with ωB97M-V/def2-TZVPD.

```
! wB97M-V def2-TZVPD RIJCOSX def2/J DEFGRID3
* xyz 0 1
O -1.483 3.191 1.896
C -0.396 3.445 -0.861
C -1.719 -0.984 -0.341
C 1.708 -0.759 3.796
C 4.484 -0.153 2.312
C -0.544 -2.713 1.459
H -5.772 -1.524 -2.487
C -1.019 2.222 1.326
N 0.080 1.145 -0.460
C -2.566 -1.400 -1.358
C 0.941 2.219 -2.445
H 3.177 -2.582 2.519
C 0.418 -3.516 0.822
H 0.298 4.223 -2.759
H 2.515 -1.407 -2.688
H 0.098 -4.222 0.067
H -0.897 -1.453 3.208
H 3.970 1.259 3.865
H 4.051 0.256 0.251
H 3.898 1.906 2.204
H 2.475 -4.110 0.716
C -2.699 -2.461 -3.539
C -0.156 -1.806 2.484
H 0.982 -0.470 4.554
C -4.078 -2.281 -3.548
O -0.879 1.047 1.844
H 6.267 -2.817 3.403
H 1.531 2.145 -3.344
H -0.866 4.355 -0.523
H -4.445 -0.742 -0.552
C -3.964 -1.226 -1.389
C 5.119 -1.031 3.187
C 1.744 -3.473 1.194
C 1.224 -1.806 2.866
C -1.954 -2.037 -2.464
C 4.522 -0.423 0.946
C 3.741 1.026 2.828
S 1.896 0.752 2.684
O 1.144 -1.126 -0.938
H -2.214 -2.942 -4.377
C 5.797 -2.421 1.351
H 5.187 -1.760 -0.584
Mo -0.179 -0.486 0.589
C 0.837 1.080 -1.612
C 1.407 -0.191 -1.767
H 5.104 -0.828 4.251
H -4.663 -2.617 -4.392
C 5.166 -1.555 0.474
O 1.820 0.182 1.323
C -4.699 -1.661 -2.472
C 2.141 -2.601 2.212
O 2.249 -0.480 -2.794
C 5.776 -2.151 2.709
C 0.286 3.369 -2.100
H -0.878 -2.159 -2.435
H 2.670 -0.993 4.245
H 6.298 -3.306 0.984
C -0.447 2.317 -0.077
H -1.593 -2.964 1.346
*
```

Computed properties:
LUMO energy (alpha / beta)   -1.2093 / -1.1178 eV
Energy   -53825.820 eV
Kohn-Sham gap (alpha / beta)   0.167 / 0.176 Ha
Energy relative to the best compared isomer or geometry (same formula, charge and spin)   0.00 kJ/mol

Atomic partial charges in e from the Löwdin method, atoms 1 to 5: atom 1 (O): 0.07, atom 2 (C): 0.04, atom 3 (C): -0.11, atom 4 (C): -0.21, atom 5 (C): -0.30